Entry 1:
This record from OMol25 describes a 5-piece molecular cluster, C30H59N2O8 overall. The level of theory is the ωB97M-V functional and the def2-TZVPD basis.

The geometry in XYZ format:
```
99
C30H59N2O8 the ωB97M-V functional and the def2-TZVPD basis
C -3.1794 -5.3367 1.2483
C -2.9485 -6.5856 0.3837
N -3.5397 -6.5058 -1.0028
C -2.6169 -5.9788 -2.0690
C -2.3032 -4.4869 -1.9771
C -1.0252 -4.1934 -2.8051
C -1.2699 -3.3117 -4.0518
C -0.4752 -1.9913 -4.0467
C -1.3535 -0.7323 -4.0429
O -1.5172 -0.3176 -5.3888
C -2.0694 0.9212 -5.5953
C -1.8575 1.9780 -4.5489
O -2.6660 1.1372 -6.6469
C -3.8135 -7.9538 -1.4322
C -5.3377 -8.1211 -1.6030
C -5.7083 -6.6939 -2.0298
O -7.1000 -6.5604 -1.8013
N -7.5621 -5.1926 -1.7180
O -7.1248 -4.5160 -2.5458
C -4.9119 -5.9389 -0.9702
H -4.1113 -5.4518 1.7939
H -2.3919 -5.2839 1.9885
H -3.2630 -4.4262 0.6725
H -1.8773 -6.6950 0.2563
H -3.3625 -7.4320 0.9105
H -3.0436 -6.1704 -3.0444
H -1.6830 -6.5145 -1.9503
H -3.1158 -3.8993 -2.3880
H -2.0990 -4.2129 -0.9489
H -0.2907 -3.7180 -2.1657
H -0.5844 -5.1254 -3.1499
H -2.3240 -3.0848 -4.1851
H -0.9464 -3.8750 -4.9203
H 0.2364 -1.9322 -3.2288
H 0.1041 -1.9261 -4.9626
H -2.3139 -0.9910 -3.5963
H -0.8621 0.0184 -3.4311
H -2.1615 2.9234 -4.9759
H -2.4335 1.8095 -3.6451
H -0.8110 2.0735 -4.2760
H -3.3593 -8.7128 -0.8091
H -3.4133 -8.1703 -2.4158
H -5.8043 -8.4103 -0.6718
H -5.4949 -8.8272 -2.4067
H -5.3747 -6.5436 -3.0523
H -4.9626 -4.8583 -0.9505
H -5.3907 -6.2844 -0.0577
C 3.0691 3.4107 -2.4904
C 2.5570 2.9581 -1.1265
C 1.0643 3.2214 -1.2491
O 0.7347 3.0396 -2.6306
C 1.9381 2.9662 -3.4060
H 4.0286 2.9776 -2.7663
H 3.1678 4.4981 -2.5100
H 2.7379 1.8874 -0.9976
H 3.0149 3.4840 -0.2892
H 0.8134 4.2487 -0.9657
H 0.4628 2.5397 -0.6437
H 2.0783 1.9276 -3.7276
H 1.8332 3.5923 -4.2925
C 4.0940 3.5981 4.3654
C 4.5070 5.0066 3.9466
C 5.1062 4.7561 2.5717
O 4.4045 3.6335 2.0191
C 3.6257 3.0095 3.0422
H 3.3223 3.5776 5.1337
H 4.9601 3.0459 4.7374
H 3.6282 5.6473 3.8645
H 5.2062 5.4822 4.6315
H 6.1677 4.4964 2.6405
H 5.0021 5.6097 1.9021
H 2.5688 3.2387 2.8583
H 3.7595 1.9269 2.9899
C 2.9054 8.8608 7.1859
C 1.8270 9.3486 6.2225
C 2.4939 9.1221 4.8729
O 3.3580 7.9922 5.0328
C 3.4896 7.6808 6.4223
H 2.5254 8.5818 8.1671
H 3.6637 9.6347 7.3213
H 0.9353 8.7241 6.3125
H 1.5330 10.3849 6.3791
H 3.1021 9.9841 4.5805
H 1.7795 8.9169 4.0750
H 2.9297 6.7605 6.6262
H 4.5408 7.5038 6.6526
C 1.6602 -0.3171 1.7519
C 0.6974 -1.3534 1.1790
C 1.0031 -1.2641 -0.3116
O 2.3778 -0.9080 -0.4238
C 2.8765 -0.4978 0.8561
H 1.8879 -0.4615 2.8065
H 1.2468 0.6865 1.6259
H 0.9499 -2.3469 1.5578
H -0.3494 -1.1566 1.4088
H 0.4011 -0.4838 -0.7943
H 0.8334 -2.2076 -0.8375
H 3.5385 -1.2828 1.2354
H 3.4554 0.4188 0.7419
```

## Properties
Total charge   +1
E   -1889.48023 a.u.
LUMO level   -3.27 eV

Calculated atomic charges, method Löwdin, unit e:
1 C -0.047
2 C -0.130
3 N -0.191
4 C -0.105
5 C -0.147
6 C -0.161
7 C -0.168
8 C -0.139
9 C -0.199
10 O -0.002
11 C -0.474
12 C 0.010
13 O 0.095
14 C -0.081
15 C -0.060
16 C -0.313
17 O -0.064
18 N 0.030
19 O 0.108
20 C -0.071
21 H 0.085
22 H 0.093
23 H 0.066
24 H 0.136
25 H 0.132
26 H 0.141
27 H 0.137
28 H 0.112
29 H 0.096
30 H 0.087
31 H 0.107
32 H 0.104
33 H 0.109
34 H 0.094
35 H 0.120
36 H 0.127
37 H 0.108
38 H 0.094
39 H 0.094
40 H 0.068
41 H 0.136
42 H 0.130
43 H 0.133
44 H 0.135
45 H 0.156
46 H 0.137
47 H 0.148
48 C -0.156
49 C -0.158
50 C -0.197
51 O -0.166
52 C -0.204
53 H 0.116
54 H 0.117
55 H 0.099
56 H 0.105
57 H 0.120
58 H 0.107
59 H 0.116
60 H 0.119
61 C -0.164
62 C -0.170
63 C -0.191
64 O -0.157
65 C -0.216
66 H 0.111
67 H 0.115
68 H 0.106
69 H 0.114
70 H 0.118
71 H 0.119
72 H 0.116
73 H 0.106
74 C -0.169
75 C -0.170
76 C -0.201
77 O -0.160
78 C -0.214
79 H 0.112
80 H 0.115
81 H 0.113
82 H 0.112
83 H 0.118
84 H 0.116
85 H 0.116
86 H 0.116
87 C -0.168
88 C -0.169
89 C -0.216
90 O -0.137
91 C -0.197
92 H 0.115
93 H 0.110
94 H 0.111
95 H 0.109
96 H 0.114
97 H 0.093
98 H 0.122
99 H 0.107

***

Entry 2:
This record from OMol25 describes a 3-piece molecular cluster, C30H59N3O7S overall. The level of theory is the ωB97M-V functional and the def2-TZVPD basis.

The geometry in XYZ format:
```
100
C30H59N3O7S the ωB97M-V functional and the def2-TZVPD basis
C -1.9344 -5.5642 4.4327
C -3.5967 -5.4171 4.4966
C -4.0779 -4.5786 3.1353
N -3.8272 -3.1124 3.4065
C -3.0387 -2.4322 2.3098
C -3.9303 -1.3848 1.3841
C -3.0053 -0.7414 0.1485
C -1.3897 -0.9350 0.3847
C -0.5943 -0.2495 -0.9044
C 0.0182 -1.4825 -1.8266
O 0.2506 -1.1025 -3.2368
C 0.5115 -2.4102 -3.9215
O 1.7523 -2.9565 -4.0136
C -0.7173 -3.3162 -4.5782
C -2.2005 -2.6205 -4.4289
O -0.9753 -0.3949 1.6903
S -1.5937 -1.3787 2.9830
O -2.1865 -0.4878 4.1389
O -0.4342 -2.2960 3.4547
H -1.4507 -4.5753 4.8718
H -1.5701 -6.5405 5.0099
H -1.5569 -5.6264 3.3020
H -3.9513 -4.7506 5.4092
H -4.1283 -6.4710 4.5025
H -3.4631 -5.0366 2.2515
H -5.2260 -4.7762 2.8973
H -4.7679 -2.6241 3.4485
H -2.5399 -3.1862 1.5642
H -4.3277 -0.4495 1.9897
H -4.8829 -1.9047 0.8904
H -3.2076 0.4270 0.0633
H -3.4032 -1.2117 -0.8667
H -1.0570 -2.0790 0.3785
H 0.2164 0.5217 -0.5461
H -1.4157 0.3839 -1.4900
H 0.9931 -1.9030 -1.2938
H -0.7763 -2.3635 -1.7782
H -0.5397 -3.5583 -5.7241
H -0.7379 -4.3287 -3.9491
H -2.6857 -3.0789 -3.4403
H -2.9198 -2.8353 -5.3561
H -2.1501 -1.4557 -4.3237
C -0.8651 2.4868 6.1735
C -1.6782 3.4523 5.2609
C -0.8715 4.7343 4.8921
C -0.8512 5.8269 5.9497
C -2.2576 6.1272 6.4522
C -2.9748 4.8517 6.9620
N -2.9870 3.7483 5.9342
O -3.9065 4.1127 4.9342
C -2.2735 4.4027 8.2753
C -4.4137 5.2272 7.4378
C -1.8061 2.6412 3.9219
H -1.2028 2.4538 7.2068
H -0.9566 1.4451 5.8421
H 0.1982 2.7378 6.1806
H -1.2970 5.1782 3.9814
H 0.1629 4.4692 4.6366
H -0.1913 5.5395 6.7753
H -0.4196 6.7390 5.5208
H -2.1983 6.8769 7.2509
H -2.8362 6.5941 5.6436
H -2.7168 3.4793 8.6671
H -2.3779 5.1676 9.0556
H -1.1982 4.2507 8.1672
H -5.0159 5.6924 6.6509
H -4.3792 5.9480 8.2647
H -4.9486 4.3409 7.8022
H -2.4297 1.7472 4.0505
H -0.8217 2.3076 3.5743
H -2.2314 3.2379 3.1063
C 3.2480 -0.8651 -5.5045
C 3.9008 -1.1747 -6.8843
C 4.9613 -2.3137 -6.7926
C 6.3345 -1.8963 -6.2896
C 6.8384 -0.6663 -7.0337
C 5.8257 0.5048 -6.9686
N 4.4517 0.1049 -7.4439
O 4.5122 -0.0340 -8.8423
C 5.7951 1.0282 -5.5046
C 6.3935 1.7196 -7.7686
C 2.7078 -1.7818 -7.7060
H 3.5634 0.0755 -5.0588
H 2.1597 -0.7551 -5.5883
H 3.4438 -1.6576 -4.7784
H 5.1055 -2.7530 -7.7895
H 4.5856 -3.1296 -6.1612
H 6.3013 -1.7168 -5.2096
H 7.0413 -2.7215 -6.4376
H 7.8023 -0.3617 -6.6074
H 7.0435 -0.9370 -8.0783
H 5.0661 1.8390 -5.3874
H 6.7741 1.4290 -5.2119
H 5.5721 0.2543 -4.7680
H 6.6050 1.4801 -8.8155
H 7.3401 2.0678 -7.3359
H 5.6946 2.5654 -7.7430
H 1.9294 -1.0326 -7.8992
H 2.2397 -2.6079 -7.1586
H 3.0271 -2.1967 -8.6694
```

## Properties
Total charge   0
E   -2267.11531 a.u.
Multiplicity   3
LUMO level (spin up / spin down)   -0.05 / -0.07 eV

Results of the Löwdin charge analysis, in e, for atoms 1 through 99:
1 C -0.139
2 C -0.225
3 C -0.239
4 N -0.057
5 C -0.341
6 C -0.148
7 C -0.135
8 C -0.340
9 C -0.078
10 C -0.179
11 O -0.112
12 C -0.231
13 O -0.034
14 C -0.138
15 C -0.143
16 O -0.255
17 S 0.876
18 O -0.367
19 O -0.365
20 H 0.077
21 H 0.080
22 H 0.077
23 H 0.113
24 H 0.103
25 H 0.110
26 H 0.126
27 H 0.130
28 H 0.138
29 H 0.131
30 H 0.131
31 H 0.136
32 H 0.127
33 H 0.145
34 H 0.136
35 H 0.129
36 H 0.160
37 H 0.129
38 H 0.130
39 H 0.134
40 H 0.079
41 H 0.091
42 H 0.080
43 C -0.023
44 C -0.450
45 C -0.145
46 C -0.193
47 C -0.144
48 C -0.477
49 N -0.021
50 O -0.034
51 C -0.056
52 C -0.048
53 C -0.057
54 H 0.055
55 H 0.074
56 H 0.087
57 H 0.119
58 H 0.120
59 H 0.105
60 H 0.113
61 H 0.121
62 H 0.124
63 H 0.091
64 H 0.087
65 H 0.061
66 H 0.074
67 H 0.082
68 H 0.087
69 H 0.056
70 H 0.090
71 H 0.074
72 C -0.038
73 C -0.449
74 C -0.139
75 C -0.191
76 C -0.144
77 C -0.476
78 N -0.023
79 O -0.033
80 C -0.055
81 C -0.048
82 C -0.049
83 H 0.058
84 H 0.069
85 H 0.070
86 H 0.120
87 H 0.123
88 H 0.106
89 H 0.114
90 H 0.122
91 H 0.124
92 H 0.091
93 H 0.087
94 H 0.062
95 H 0.075
96 H 0.082
97 H 0.087
98 H 0.086
99 H 0.080

***

Which value of total charge does entry 2 give?
0

***

Look up the E of the first one.
-1889.48023 a.u.

***

What is the formula in the second record?
C30H59N3O7S